Entry from the OMol25 dataset: an isolated molecule of C2H4IN (the ωB97M-V functional and the def2-TZVPD basis).

- maximum force (eV/A) = 5.4
- ΔE to the lowest compared entry with this formula, charge and spin (kJ/mol) = 217.4
- multiplicity = 3
- <S²> = 2.007
- highest occupied orbital energy (spin up / spin down) (eV) = -5.247 / -9.335
- gap between HOMO and LUMO (spin up / spin down) (eV) = 6.07 / 5.72
- calculated total energy (eV) = -11724.057

Bonds (Å) are listed after each position.
Positions of all 8 atoms, in Å:
1 I -2.54542 0.15972 0.01316  C3 2.177
2 N 0.52985 -0.12083 -0.46859  C3 1.553, C4 1.242
3 C -0.69881 -0.98857 -0.08141  I1 2.177, N2 1.553, H5 1.080, H8 1.083
4 C 0.69922 1.03990 -0.06076  N2 1.242, H6 1.083, H7 1.092
5 H -0.82313 -1.72110 -0.86508  C3 1.080
6 H 1.64984 1.49584 -0.30739  C4 1.083
7 H -0.01380 1.64095 0.50826  C4 1.092
8 H -0.52573 -1.43312 0.89093  C3 1.083